Entry 1:
Molecular formula: C5H13NO
Method: DFT, ωB97M-V/def2-TZVPD

Molecular weight: 103.2 Da
Energy above the lowest of the compared OMol25 structures with the same formula, charge and spin: 24.3 kcal per mole
Orbital gap: 10.5 eV
SMILES: CC(C)[C@H](N)CO
LUMO: 0.926 eV
HOMO level: -0.35307 hartree
E_tot: -8932.957 eV

Cartesian coordinates (Å):
C: -1.55 -0.31 -0.92
C: -0.09 0.25 -1.01
C: 0.01 1.79 -1.12
C: 0.72 -0.25 0.22
N: 0.94 -1.72 0.00
C: 0.01 -0.04 1.55
O: 0.88 -0.55 2.59
H: -1.35 -1.35 -0.60
H: -1.91 -0.41 -1.94
H: -2.19 0.29 -0.28
H: 0.44 -0.17 -1.87
H: 1.09 1.98 -1.08
H: -0.50 2.28 -0.29
H: -0.33 2.18 -2.08
H: 1.64 0.35 0.36
H: 1.35 -1.97 0.89
H: 1.66 -1.73 -0.72
H: -0.18 1.03 1.65
H: -0.94 -0.56 1.53
H: 0.29 -1.10 3.12

Entry 2:
Molecular formula: C11H24Cl2IrN2O3P
Method: DFT, ωB97M-V/def2-TZVPD

Molecular weight: 526.4 Da
Spin multiplicity: 5
Energy above the lowest of the compared OMol25 structures with the same formula, charge and spin: 3.4 kcal per mole
Orbital gap (spin up / spin down): 8.8 / 5.8 eV
Net charge: +2
LUMO (spin up / spin down): -6.245 / -10.315 eV
Expectation value of S²: 6.045
HOMO level (spin up / spin down): -0.55144 / -0.59356 hartree
E_tot: -58072.605 eV

Cartesian coordinates (Å):
C: -1.07 4.07 1.46
C: -0.31 2.85 1.16
H: -0.71 4.80 0.79
H: -0.99 4.44 2.44
H: -2.11 3.92 1.21
O: 0.43 2.66 0.26
Cl: -0.74 1.62 2.35
Ir: -1.00 -1.19 -1.69
P: -2.84 0.34 -0.79
C: -3.40 0.42 -2.53
C: -3.96 -1.00 -0.17
H: -3.89 1.90 0.93
H: -4.82 1.83 -0.58
H: -3.33 2.79 -0.52
C: -3.80 1.85 -0.17
H: -3.72 -1.19 0.88
H: -5.00 -0.68 -0.25
H: -4.47 0.60 -2.56
H: -3.10 -0.54 -2.98
H: -3.75 -1.89 -0.77
H: -2.86 1.26 -2.99
C: -0.29 -0.17 -2.98
O: 0.20 0.25 -3.95
Cl: -0.72 -3.14 -0.46
C: 1.10 -1.50 2.52
N: 2.27 -1.48 1.68
C: 3.41 -2.26 2.12
C: 2.10 -0.89 0.44
O: 0.95 -0.49 0.11
N: 3.20 -0.70 -0.40
C: 4.32 -1.63 -0.47
C: 2.94 0.02 -1.63
H: 1.32 -2.09 3.42
H: 0.27 -1.95 1.97
H: 0.82 -0.49 2.83
H: 3.68 -2.97 1.34
H: 4.28 -1.63 2.37
H: 3.11 -2.83 3.00
H: 3.97 -2.64 -0.59
H: 4.88 -1.33 -1.34
H: 4.93 -1.52 0.41
H: 2.37 -0.59 -2.34
H: 2.41 0.96 -1.44
H: 3.91 0.24 -2.10

Entry 3:
Molecular formula: C20H18N5Se3TeV
Method: DFT, ωB97M-V/def2-TZVPD

Molecular weight: 743.8 Da
Spin multiplicity: 3
Energy above the lowest of the compared OMol25 structures with the same formula, charge and spin: 2.9 kcal per mole
Orbital gap (spin up / spin down): 6.9 / 7.1 eV
LUMO (spin up / spin down): 0.049 / 0.072 eV
Expectation value of S²: 2.028
HOMO level (spin up / spin down): -0.25021 / -0.25643 hartree
E_tot: -257504.806 eV

Cartesian coordinates (Å):
V: -1.98 0.18 -0.05
C: 3.41 2.30 3.88
C: 2.47 1.73 2.85
C: 2.91 1.39 1.57
C: 2.03 0.86 0.65
C: 0.68 0.64 0.94
N: -0.17 0.07 -0.01
C: 0.40 -0.84 -0.92
C: 1.22 -1.87 -0.45
C: 1.81 -2.77 -1.32
C: 1.60 -2.69 -2.69
C: 2.24 -3.66 -3.64
C: 0.73 -1.71 -3.16
C: 0.12 -0.81 -2.29
N: -0.78 0.15 -2.80
C: -0.82 0.65 -4.06
C: -1.86 1.54 -4.12
C: -2.42 1.53 -2.83
N: -1.76 0.69 -2.04
C: 0.23 1.03 2.22
C: 1.13 1.54 3.15
N: -1.12 0.85 2.62
C: -1.67 1.28 3.78
C: -2.88 0.65 3.93
C: -3.01 -0.15 2.79
N: -1.96 -0.02 2.00
H: 4.44 2.02 3.67
H: 3.15 1.96 4.88
H: 3.36 3.39 3.89
H: 3.95 1.53 1.30
H: 2.39 0.59 -0.33
H: 1.37 -1.95 0.61
H: 2.44 -3.56 -0.92
H: 3.10 -4.14 -3.17
H: 2.58 -3.16 -4.55
H: 1.54 -4.44 -3.94
H: 0.50 -1.68 -4.21
H: -0.10 0.37 -4.81
H: -2.19 2.11 -4.97
H: -3.24 2.12 -2.46
H: 0.79 1.77 4.15
H: -1.19 2.01 4.40
H: -3.57 0.76 4.74
H: -3.84 -0.77 2.50
Se: -2.47 -2.16 -0.59
Se: -4.62 -1.86 0.15
Te: -5.24 0.47 -0.69
Se: -3.67 2.09 0.35

Entry 4:
Molecular formula: C18H42CuN7O9
Method: DFT, ωB97M-V/def2-TZVPD

Molecular weight: 564.1 Da
Spin multiplicity: 3
Orbital gap (spin up / spin down): 8.7 / 4.6 eV
Net charge: +2
LUMO (spin up / spin down): -5.832 / -9.887 eV
Expectation value of S²: 2.008
HOMO level (spin up / spin down): -0.53243 / -0.53171 hartree
E_tot: -92826.424 eV

Cartesian coordinates (Å):
Cu: -0.01 0.36 -0.22
N: -1.44 3.38 0.43
O: -1.20 4.32 -0.35
O: -0.95 2.29 0.17
O: -2.00 3.62 1.45
C: -1.43 -1.10 3.94
C: -1.03 0.05 3.07
O: -0.29 -0.04 2.13
N: -1.53 1.28 3.21
C: -2.71 1.56 4.02
H: -2.33 -1.61 3.58
H: -1.49 -0.81 4.99
H: -0.61 -1.82 3.97
H: -1.21 1.92 2.50
H: -3.49 2.09 3.47
H: -2.38 2.14 4.89
H: -3.19 0.63 4.33
C: 1.16 2.94 -3.51
C: 1.93 1.90 -2.74
O: 1.37 1.27 -1.82
N: 3.24 1.83 -3.00
C: 4.15 0.93 -2.28
H: 0.38 3.43 -2.91
H: 0.54 2.49 -4.29
H: 1.76 3.70 -4.00
H: 3.65 2.35 -3.76
H: 5.02 0.67 -2.87
H: 3.76 -0.04 -1.97
H: 4.31 1.39 -1.30
C: 0.43 -3.79 0.11
C: 1.43 -2.67 -0.04
O: 1.08 -1.52 -0.15
N: 2.70 -3.09 -0.02
C: 3.88 -2.27 -0.08
H: 0.96 -4.53 0.72
H: 0.15 -4.21 -0.85
H: -0.35 -3.47 0.80
H: 2.84 -4.09 -0.04
H: 4.58 -2.52 0.72
H: 3.72 -1.19 -0.05
H: 4.43 -2.56 -0.98
C: -4.29 0.77 0.08
C: -3.35 -0.44 0.27
O: -2.12 -0.25 -0.01
N: -3.73 -1.62 0.84
C: -5.04 -1.76 1.47
H: -5.00 0.75 -0.75
H: -3.72 1.71 0.10
H: -4.92 0.92 0.95
H: -3.19 -2.47 0.85
H: -5.82 -1.57 0.72
H: -5.06 -1.00 2.25
H: -4.99 -2.78 1.83
C: -2.13 -2.51 -2.48
C: -1.19 -1.38 -3.03
O: -0.50 -0.73 -2.28
N: -1.17 -1.07 -4.29
C: -0.19 -0.42 -5.18
H: -2.20 -3.36 -3.17
H: -3.12 -2.21 -2.16
H: -1.61 -2.85 -1.59
H: -1.82 -1.62 -4.84
H: -0.60 -0.44 -6.19
H: 0.78 -0.91 -5.18
H: -0.18 0.63 -4.85
C: 2.87 3.29 1.14
C: 2.55 1.90 1.58
O: 1.77 1.17 0.86
N: 3.15 1.39 2.67
C: 3.11 0.01 3.10
H: 1.92 3.79 0.95
H: 3.55 3.25 0.28
H: 3.44 3.78 1.92
H: 3.67 2.03 3.27
H: 3.69 -0.62 2.42
H: 2.12 -0.45 3.06
H: 3.48 -0.13 4.11